101
Properties=species:S:1:pos:R:3 method="wB97M-V/def2-TZVPD" total_energy_ev=-102523.94308 homo_ha=-0.29267
C 0.9403 -1.9632 2.2615
C 0.2717 -0.9102 1.4263
O -0.0840 -1.1257 0.2852
O 0.0686 0.2499 2.0783
C 0.0552 1.4220 1.2525
C 1.4524 1.9984 1.0674
C 1.3181 3.5102 0.7867
P 2.3302 4.2542 -0.5541
C 4.1111 3.8742 -0.3421
I 4.8330 2.7319 1.2883
C 4.9539 4.3820 -1.2546
C 4.5588 5.2768 -2.3929
I 7.0414 4.0537 -1.2134
P 1.6110 3.1555 -2.3473
O 0.7399 1.8868 -1.7698
Cl 3.2807 2.2435 -3.2471
H 1.5876 -2.5716 1.6447
H 0.1569 -2.6122 2.6529
H 1.4507 -1.5423 3.1194
H -0.5270 2.1638 1.7947
H -0.4486 1.2621 0.3058
H 1.9510 1.8692 2.0222
H 1.9830 1.5083 0.2587
H 1.4798 4.1027 1.6825
H 0.2957 3.7290 0.4679
H 5.1496 5.0448 -3.2716
H 3.5182 5.1802 -2.6787
H 4.7160 6.3150 -2.1059
H 0.2380 1.5079 -2.4971
C -2.6782 3.5747 -1.4889
O -2.1477 4.5338 -0.9572
N -3.4853 2.7009 -0.8687
C -4.0915 1.5702 -1.5598
C -3.7602 2.8940 0.5439
H -2.5295 3.3395 -2.5574
H -5.1765 1.6372 -1.5055
H -3.7683 0.6382 -1.0910
H -3.7873 1.5653 -2.6047
H -4.2263 3.8669 0.7079
H -2.8314 2.8656 1.1154
H -4.4244 2.1071 0.8927
C -4.1073 -4.7423 -0.1259
O -5.1334 -4.1174 -0.3197
N -2.8756 -4.2102 -0.0872
C -1.6880 -5.0160 0.1497
C -2.7196 -2.7782 -0.2870
H -4.1087 -5.8350 0.0388
H -1.1819 -4.6693 1.0527
H -1.0043 -4.9318 -0.6872
H -1.9653 -6.0604 0.2798
H -3.2793 -2.2353 0.4766
H -3.1135 -2.4947 -1.2642
H -1.6691 -2.5134 -0.2257
C 2.7971 3.7247 4.4526
O 1.9988 4.4756 3.9225
N 3.0025 3.6540 5.7786
C 3.9680 2.7422 6.3583
C 2.2294 4.5224 6.6510
H 3.4304 3.0299 3.8738
H 3.4707 2.0496 7.0403
H 4.7273 3.2984 6.9115
H 4.4563 2.1705 5.5721
H 1.1643 4.3263 6.5264
H 2.4132 5.5668 6.3985
H 2.5129 4.3436 7.6848
C -8.1872 1.6450 -1.8538
O -7.1904 0.9583 -1.7299
N -8.5461 2.6301 -1.0123
C -9.7501 3.4129 -1.2103
C -7.6948 2.9144 0.1310
H -8.8945 1.5087 -2.6885
H -9.4983 4.4686 -1.3274
H -10.4169 3.3016 -0.3532
H -10.2693 3.0751 -2.1042
H -6.6958 3.1936 -0.2054
H -7.6068 2.0295 0.7625
H -8.1215 3.7306 0.7075
C 7.3564 -1.0430 -2.7144
O 7.6485 0.0587 -2.2967
N 6.2848 -1.3135 -3.4838
C 5.9928 -2.6517 -3.9528
C 5.3959 -0.2210 -3.8512
H 7.9642 -1.9380 -2.4922
H 5.9862 -2.6767 -5.0447
H 5.0158 -2.9752 -3.5872
H 6.7490 -3.3453 -3.5912
H 5.9537 0.5371 -4.4029
H 4.9884 0.2389 -2.9556
H 4.5851 -0.5990 -4.4686
C 0.8423 -7.2233 -1.1660
O 0.9009 -6.2410 -0.4517
N 0.7963 -8.4903 -0.7175
C 0.7226 -9.6254 -1.6163
C 0.8222 -8.7197 0.7178
H 0.8172 -7.1515 -2.2665
H -0.1875 -10.1978 -1.4273
H 1.5861 -10.2773 -1.4717
H 0.7121 -9.2816 -2.6481
H -0.0272 -8.2278 1.1924
H 1.7354 -8.3068 1.1469
H 0.7790 -9.7873 0.9151